{
  "formula": "C28H28CuIPS3",
  "method": "ωB97M-V with the def2-TZVPD basis set",
  "species": ["Cu", "C", "C", "S", "C", "C", "S", "C", "C", "S", "H", "H", "H", "H", "H", "H", "H", "H", "H", "H", "H", "H", "I", "C", "C", "C", "C", "C", "C", "C", "C", "C", "P", "C", "C", "C", "C", "C", "C", "C", "C", "C", "C", "C", "C", "C", "H", "H", "H", "H", "H", "H", "H", "H", "H", "H", "H", "H", "H", "H", "H", "H"],
  "coordinates": [[0.86, -1.08, -0.08], [0.54, -4.15, 1.12], [0.03, -3.24, 2.23], [0.56, -1.50, 2.21], [2.28, -1.49, 2.77], [3.29, -2.25, 1.93], [3.24, -1.84, 0.15], [3.20, -3.49, -0.62], [1.91, -3.90, -1.34], [0.35, -3.44, -0.54], [-0.04, -5.08, 1.15], [1.58, -4.42, 1.27], [0.29, -3.64, 3.21], [-1.06, -3.16, 2.20], [2.31, -1.85, 3.80], [2.52, -0.43, 2.80], [3.16, -3.32, 2.04], [4.29, -2.01, 2.29], [3.47, -4.21, 0.15], [4.02, -3.51, -1.35], [1.92, -4.97, -1.50], [1.84, -3.43, -2.32], [1.58, -0.23, -2.52], [-0.07, 0.62, -3.50], [-0.07, 0.36, -4.84], [-1.00, 1.02, -5.68], [-1.85, 1.93, -5.13], [-1.85, 2.20, -3.74], [-2.73, 3.19, -3.24], [-2.77, 3.49, -1.91], [-1.96, 2.76, -1.03], [-1.09, 1.78, -1.45], [-0.39, 0.88, -0.03], [0.65, 2.06, 0.85], [0.86, 1.96, 2.23], [1.74, 2.83, 2.86], [2.43, 3.78, 2.12], [2.23, 3.87, 0.74], [1.35, 3.02, 0.11], [-1.81, 0.42, 0.99], [-2.27, 1.18, 2.05], [-3.38, 0.77, 2.77], [-4.03, -0.41, 2.43], [-3.58, -1.18, 1.36], [-2.47, -0.77, 0.65], [-0.97, 1.50, -2.85], [0.64, -0.32, -5.28], [-1.00, 0.81, -6.74], [-2.54, 2.47, -5.75], [-3.37, 3.70, -3.94], [-3.43, 4.26, -1.53], [-2.05, 2.98, 0.03], [0.31, 1.24, 2.82], [1.88, 2.77, 3.93], [3.11, 4.46, 2.61], [2.76, 4.62, 0.17], [1.18, 3.11, -0.96], [-1.78, 2.11, 2.32], [-3.74, 1.36, 3.60], [-4.90, -0.73, 2.99], [-4.10, -2.08, 1.08], [-2.13, -1.36, -0.20]],
  "lowdin_spin": [0.40, 0.00, 0.01, 0.09, 0.01, 0.00, 0.03, 0.00, 0.00, 0.01, 0.00, 0.00, 0.00, 0.00, 0.00, 0.00, 0.00, 0.00, 0.00, 0.00, 0.00, 0.00, 0.16, 0.00, 0.01, 0.00, 0.00, 0.00, 0.00, 0.00, 0.01, 0.02, 0.15, 0.01, 0.01, 0.00, 0.01, 0.00, 0.01, 0.02, 0.01, 0.00, 0.00, 0.00, 0.00, 0.00, 0.00, 0.00, 0.00, 0.00, 0.00, 0.00, 0.00, 0.00, 0.00, 0.00, 0.00, 0.00, 0.00, 0.00, 0.00, 0.00],
  "lumo_energy_ev": [-5.2, -8.0],
  "total_energy_ha": -4557.3759,
  "total_charge": 2,
  "homo_energy_ha": [-0.5004, -0.5053],
  "molar_mass_g_mol": 682.16,
  "multiplicity": 2,
  "s_squared": 0.756
}